(1)
DFT (ωB97M-V with the def2-TZVPD basis set) results for a single C6H11N molecule.

Structure (XYZ):
```
18
Properties=species:S:1:pos:R:3:forces:R:3
C 2.10100 0.10566 -0.15142 0.029 0.048 -0.001
C 0.85145 -0.72298 0.14200 0.006 -0.099 -0.003
C -0.47875 0.06540 0.20895 -0.011 -0.024 -0.037
C -1.66741 -0.90792 0.26396 -0.074 -0.106 0.010
C -0.66927 0.97158 -1.01467 0.012 0.083 -0.063
C -0.50700 0.83631 1.47075 -0.014 0.460 0.856
N -0.56425 1.35640 2.50356 0.110 -0.402 -1.054
H 2.07871 0.53148 -1.16001 -0.003 -0.061 0.164
H 2.99347 -0.52517 -0.08651 -0.141 0.090 0.013
H 2.22272 0.92788 0.56335 -0.057 -0.123 -0.078
H 0.97828 -1.25306 1.09390 -0.046 0.045 -0.147
H 0.73215 -1.49166 -0.63244 -0.005 0.104 0.075
H -1.56716 -1.61901 1.08905 -0.002 0.090 -0.102
H -2.60563 -0.35820 0.38989 0.132 -0.104 -0.003
H -1.71560 -1.45970 -0.68105 0.008 0.023 0.161
H -1.60257 1.53821 -0.94274 0.126 -0.086 0.027
H 0.15274 1.67722 -1.15689 -0.127 -0.082 0.094
H -0.73286 0.32756 -1.89967 0.058 0.142 0.086
```
Forces are in eV/Å.

## Properties
2S+1: 1
SMILES: CCC(C)(C)C#N
HOMO level (eV): -11.365

***

(2)
DFT (ωB97M-V with the def2-TZVPD basis set) results for 3 unconnected molecules or ions with the total composition C6H11N.

Structure (XYZ):
```
18
Properties=species:S:1:pos:R:3:forces:R:3
C -1.33260 -0.90363 0.52470 0.577 -0.741 0.304
C -2.30321 -0.09177 0.26047 -0.472 0.375 0.017
N -3.07930 0.80568 0.03154 -0.268 0.641 0.087
H -1.09714 -1.18069 1.53780 -0.079 0.038 0.175
H -0.76079 -1.35329 -0.26206 0.086 -0.074 -0.327
H -4.06097 0.64002 -0.13362 -0.107 -0.322 0.016
C -0.68740 1.17517 -2.06228 0.013 0.138 -0.366
C -1.65468 1.12587 -2.75552 0.084 -0.073 -0.077
H 0.18165 1.26045 -1.48287 0.499 -0.002 0.426
H -2.51681 1.06055 -3.35355 -0.402 -0.005 -0.267
C 2.36980 -0.77782 1.52816 -0.069 0.087 -0.129
C 1.95191 0.14118 0.38986 0.262 0.264 0.408
H 2.42105 -0.22959 2.46457 0.024 0.008 0.151
H 3.34639 -1.21256 1.33468 0.113 -0.097 0.037
H 1.65474 -1.58770 1.64733 -0.042 -0.135 0.076
H 0.97886 0.58212 0.60070 -0.038 0.011 -0.113
H 2.67702 0.94907 0.27165 -0.049 0.024 -0.045
H 1.91146 -0.40306 -0.54159 -0.131 -0.137 -0.373
```
Forces are in eV/Å.

## Properties
2S+1: 1
SMILES: C=C=N.C#C.CC
HOMO level (eV): -8.931

***

(3)
DFT (ωB97M-V with the def2-TZVPD basis set) results for a molecular structure, C6H11N.

Structure (XYZ):
```
18
Properties=species:S:1:pos:R:3:forces:R:3
C 0.99229 0.06440 1.71039 -1.078 -1.153 -1.029
C 1.01601 -0.37245 0.29223 -0.590 3.039 -0.196
C -0.57852 -0.22380 0.55027 0.795 -0.538 -1.338
C 1.75780 0.63611 -0.67233 -2.176 -0.186 0.045
C -1.46566 -1.44845 0.26046 0.393 2.157 0.554
C -1.07859 1.04698 -0.03910 -3.407 0.688 -0.077
N -0.24691 0.04532 1.99355 -0.624 -0.133 -0.182
H 1.72549 0.48958 2.28490 1.997 0.640 1.780
H 1.26512 -1.35683 0.04272 0.602 -1.568 -0.018
H 1.62109 1.72376 -0.39791 0.038 -1.280 -0.238
H 1.28593 0.43653 -1.65506 0.433 0.518 0.219
H 2.79806 0.41941 -0.76380 0.783 -0.202 0.115
H -2.48306 -1.20893 0.45703 -0.898 0.242 0.887
H -1.08557 -2.14730 0.91908 0.255 -2.047 1.281
H -1.55501 -1.84771 -0.70882 0.841 -0.211 -1.580
H -0.87416 1.22964 -1.06462 0.909 -0.090 -0.987
H -0.80640 1.91226 0.54794 0.186 0.216 0.062
H -2.23460 1.05818 -0.11552 1.541 -0.090 0.703
```
Forces are in eV/Å.

## Properties
2S+1: 1
HOMO level (eV): -9.618

***

(4)
DFT (ωB97M-V with the def2-TZVPD basis set) results for a single C6H11N molecule.

Structure (XYZ):
```
18
Properties=species:S:1:pos:R:3:forces:R:3
C -1.87232 0.43872 2.35856 -1.417 -1.717 -1.049
C -1.03777 0.61681 1.09530 -2.936 -1.363 3.119
C -0.80104 -0.36777 0.27371 2.432 -0.414 -1.393
C 0.42150 -0.28297 -0.59778 -1.216 0.647 0.019
C 1.11602 -1.62452 -0.90955 1.318 -0.002 -1.064
C 0.79882 0.97314 -0.95156 -0.424 -1.390 -0.382
N 1.52169 1.16231 -2.11379 3.093 -0.264 -0.965
H -1.59570 0.97043 3.25646 0.664 0.053 0.056
H -2.90862 0.70294 2.19699 -0.507 0.683 -0.205
H -2.02270 -0.65629 2.55325 0.705 0.857 0.225
H -0.86685 1.59283 0.85088 1.642 2.357 -0.211
H -1.38687 -1.25050 0.13166 -0.032 -0.878 1.011
H 0.46344 -2.50375 -0.88625 -0.214 0.280 1.321
H 1.36375 -1.85051 -1.99180 0.476 1.161 0.781
H 2.09420 -1.75654 -0.26239 -2.076 0.065 -1.278
H 0.42220 1.92756 -0.52364 0.080 -1.070 -0.268
H 1.86478 0.27200 -2.52424 -0.864 0.583 0.371
H 2.42547 1.63611 -1.95583 -0.725 0.414 -0.090
```
Forces are in eV/Å.

## Properties
2S+1: 1
SMILES: C/C=C/C(C)=C/N
HOMO level (eV): -7.286

***

(5)
DFT (ωB97M-V with the def2-TZVPD basis set) results for a single C6H11N molecule.

Structure (XYZ):
```
18
Properties=species:S:1:pos:R:3:forces:R:3
C -3.00099 1.39381 -0.94661 -1.927 0.651 0.139
C -1.62051 0.95410 -1.27917 -0.096 -0.964 0.139
C -0.87631 0.35393 -0.35713 0.313 0.718 -0.292
C 0.48536 -0.27596 -0.62576 -0.931 1.137 1.202
C 1.06158 -0.93534 0.59936 -0.271 -0.708 -0.585
C 2.25524 -0.64392 1.09644 0.530 0.109 -0.346
N 3.16340 -1.56166 1.66501 -0.276 0.262 1.207
H -3.10204 1.87948 0.02633 0.456 0.002 0.104
H -3.76677 0.60486 -0.88743 0.639 -0.487 -0.034
H -3.54757 2.06433 -1.61797 0.807 0.273 -0.362
H -1.25837 0.92247 -2.30211 -0.263 0.199 -0.153
H -1.22425 0.44460 0.66792 0.110 -0.402 0.131
H 1.16330 0.51063 -0.96521 0.075 -0.102 -0.130
H 0.35016 -0.99851 -1.43101 0.326 -0.144 0.039
H 0.54541 -1.84386 0.90253 0.309 -0.268 -0.123
H 2.64355 0.36432 0.98065 0.319 -0.168 -0.626
H 2.75131 -2.11880 2.40802 -0.034 -0.258 -0.271
H 3.97751 -1.11449 2.06612 -0.087 0.148 -0.037
```
Forces are in eV/Å.

## Properties
2S+1: 1
SMILES: C/C=C/C/C=C/N
HOMO level (eV): -8.127

***

(6)
DFT (ωB97M-V with the def2-TZVPD basis set) results for a single C6H11N molecule.

Structure (XYZ):
```
18
Properties=species:S:1:pos:R:3:forces:R:3
C 0.47813 1.45469 -3.64257 0.424 -3.178 3.710
C 0.83446 0.54964 -2.57925 -2.214 0.427 -2.023
N 0.24366 0.67974 -1.34068 -0.398 0.082 0.999
C 0.80707 0.38215 -0.02210 1.313 -1.247 0.127
C -0.24851 -0.10447 0.99478 -0.188 0.147 1.394
C -0.03985 -0.94741 2.06849 -1.544 0.441 -0.421
C -1.25991 -1.49359 2.98520 2.919 0.273 1.852
H -0.35800 2.15476 -3.39822 1.211 -0.247 -0.493
H 0.70580 1.10193 -4.62675 -0.058 0.316 -0.477
H 1.14615 -0.55835 -2.64198 0.734 2.163 -0.675
H -0.45636 1.39575 -1.26708 -0.048 0.351 -0.165
H 1.23796 1.28301 0.39375 0.213 0.552 0.132
H 1.73003 -0.30816 -0.13311 -1.742 0.703 0.144
H -1.21645 0.55979 0.93946 1.461 -1.969 -0.071
H 0.99109 -1.28763 2.41014 -1.419 0.194 -0.995
H -2.23259 -1.41134 2.56015 -0.494 -0.120 -0.801
H -1.32818 -0.86432 3.95156 0.323 -0.944 -1.318
H -1.03449 -2.58618 3.34823 -0.491 2.056 -0.920
```
Forces are in eV/Å.

## Properties
2S+1: 1
SMILES: C=CNC/C=C/C
HOMO level (eV): -7.793

***

(7)
DFT (ωB97M-V with the def2-TZVPD basis set) results for a single C6H11N molecule.

Structure (XYZ):
```
18
Properties=species:S:1:pos:R:3:forces:R:3
C 1.88188 -1.36627 -1.87481 -0.401 -0.517 -0.394
C 0.98940 -1.74389 -0.91480 1.428 1.951 -2.070
C 0.13925 -0.54672 -0.34255 2.061 -5.486 1.218
N -0.49380 0.17601 -1.30200 0.222 1.648 -1.660
C -0.08105 -0.64501 0.97406 -3.415 3.555 0.679
C -1.10166 0.47181 1.58622 2.874 -1.197 3.963
C -0.68949 1.90338 1.14679 1.874 -2.374 -1.523
H 2.49737 -2.22608 -2.35355 -0.861 2.070 0.509
H 1.89569 -0.23997 -2.28624 0.415 -2.878 0.981
H 0.92121 -2.85638 -0.75638 -0.291 1.504 0.645
H -1.40626 0.43826 -1.01901 -0.656 0.686 -0.065
H 0.01274 0.87449 -1.90021 -0.796 -1.242 1.080
H 0.11043 -1.40257 1.71558 0.762 -0.428 -0.668
H -1.05755 0.39860 2.87123 0.388 0.253 -3.448
H -2.11537 0.09861 1.52539 -0.510 0.571 -0.935
H 0.42868 2.09658 1.16413 -1.052 -0.767 0.603
H -1.11011 2.66368 1.70134 -1.375 1.649 0.790
H -0.82135 1.90549 0.06481 -0.666 1.004 0.295
```
Forces are in eV/Å.

## Properties
2S+1: 1
SMILES: C=C/C(N)=C/CC
HOMO level (eV): -8.547

***

(8)
DFT (ωB97M-V with the def2-TZVPD basis set) results for a gas-phase ion, C6H11N2 (charge +1).

Structure (XYZ):
```
19
Properties=species:S:1:pos:R:3:forces:R:3
C -0.84461 1.93139 0.95442 4.328 1.043 1.671
C -0.57398 1.65585 -0.50787 -0.452 -1.813 0.081
C -1.39000 0.40364 -1.00627 -2.311 4.827 0.267
N -1.10167 -0.82483 -0.53126 -1.973 -3.251 0.228
N -0.04528 -1.22604 -0.20847 4.975 1.102 0.096
C 1.44852 -0.90404 0.15784 -1.343 1.994 -1.154
C 1.87730 -2.30832 -0.22894 1.811 0.248 0.373
C 0.66577 -2.14736 0.54103 -1.956 -1.024 4.804
H -1.81783 2.14777 1.31406 -1.125 -0.466 -0.062
H -0.24472 1.19558 1.59573 -1.485 0.441 -0.558
H -0.25323 2.86960 1.27927 -0.886 -1.065 -0.786
H 0.47137 1.41659 -0.71954 0.065 0.312 0.285
H -0.78470 2.51224 -1.10524 -0.490 0.461 -0.647
H -2.47792 0.48563 -0.72779 0.822 0.430 0.140
H -1.55600 0.49585 -2.05643 0.551 -0.799 -1.198
H 1.80051 0.17573 0.53323 -0.685 -3.092 -0.595
H 2.81014 -2.56784 0.31834 -1.001 -0.090 -0.176
H 1.76184 -2.81918 -1.16153 0.288 0.478 -0.899
H 0.25450 -2.49226 1.55941 0.867 0.265 -1.870
```
Forces are in eV/Å.

## Properties
2S+1: 1
Total charge: +1
SMILES: CCC/N=[N+]1\[C@@H]2C[C@@H]21
HOMO level (eV): -14.583

***

(9)
DFT (ωB97M-V with the def2-TZVPD basis set) results for a gas-phase ion, C6H11N2 (charge +1).

Structure (XYZ):
```
19
Properties=species:S:1:pos:R:3:forces:R:3
C 1.76066 -1.89783 0.46070 2.773 -1.245 0.102
C 2.19333 -0.79345 -0.13605 -1.838 0.181 1.103
C 1.33759 0.39698 -0.20715 -3.547 -0.160 -0.783
C 1.52082 1.68462 -0.51562 -0.289 -1.524 0.411
C -0.38478 0.18259 0.10127 3.659 -1.285 -0.926
N -0.63579 0.52276 1.31338 -0.916 0.973 1.467
N -1.28130 -0.31151 -0.71274 -0.729 2.251 2.237
C -2.70945 0.04030 -0.57315 2.008 3.620 -0.938
H 2.39376 -2.76899 0.75531 -0.060 0.948 -0.901
H 0.82506 -2.08254 0.83918 -2.509 0.257 0.610
H 3.18658 -0.69501 -0.44289 1.418 0.226 -0.479
H 0.66368 2.30528 -0.53662 -0.584 0.734 -0.006
H 2.44205 2.14985 -0.73390 1.054 0.150 -0.204
H 0.18825 0.66976 1.83142 0.704 0.637 1.023
H -1.51643 0.68816 1.79288 0.013 -0.351 -0.457
H -0.91066 -0.63276 -1.51877 0.942 -1.122 -3.456
H -3.08049 -0.58972 0.12762 -1.736 -1.499 2.238
H -2.79808 1.19030 -0.34136 0.119 -2.311 -0.004
H -3.19480 -0.05879 -1.50352 -0.481 -0.479 -1.036
```
Forces are in eV/Å.

## Properties
2S+1: 1
Total charge: +1
SMILES: C=CC(=C)C(=[NH2+])NC
HOMO level (eV): -13.267

***

(10)
DFT (ωB97M-V with the def2-TZVPD basis set) results for a molecular structure, C6H11N2.

Structure (XYZ):
```
19
Properties=species:S:1:pos:R:3:forces:R:3
C 0.94373 1.55285 0.94312 -0.306 2.912 3.569
C 1.69355 0.19877 0.91582 -0.640 0.136 -2.113
C -0.85735 -1.65401 -1.06023 -1.300 -1.816 1.851
C -0.05648 1.21061 -0.14844 0.178 2.003 -2.007
C -0.69990 -0.75749 0.22217 -0.545 -3.826 1.626
C 0.61670 -0.10825 -0.11640 -0.495 -3.398 -3.313
N 0.22172 -1.18151 -1.88801 1.984 2.124 1.470
N -1.42204 0.53900 0.18643 -0.611 2.966 1.590
H 0.55598 1.99554 1.96537 0.333 -1.509 -1.697
H 1.55310 2.43179 0.68964 -0.026 -0.487 -0.641
H 2.64334 0.23919 0.31348 -0.406 -0.116 1.688
H 1.51673 -0.41650 1.80307 1.072 -0.044 -0.269
H -0.71747 -2.73228 -0.75513 -0.156 1.024 0.071
H -1.91713 -1.66849 -1.47573 1.187 0.451 -0.012
H -0.07327 1.93219 -1.04523 -0.345 -1.277 1.446
H -0.80867 -1.31303 1.27337 0.041 1.264 -2.325
H 0.91506 -1.91238 -2.23713 -1.202 1.128 1.141
H -2.03849 0.95045 0.96330 1.720 -1.053 -0.376
H -2.06909 0.69354 -0.54947 -0.483 -0.481 -1.699
```
Forces are in eV/Å.

## Properties
2S+1: 1
Total charge: +1
HOMO level (spin up / spin down) (eV): -12.750 / -12.753

***

The records above give, respectively, strongest force on any atom values of 1.133, 0.987, 3.477, 4.495, 2.039, 4.903, 5.985, 5.358, 4.245, 4.772 eV Å⁻¹.
The records above give, respectively, energy values of -289.970561, -289.826075, -289.893862, -289.863800, -289.901838, -289.847934, -289.835291, -344.260096, -344.410830, -344.264070 hartree.